Record 1
The following is a quantum chemistry calculation of C46H45CaF15N5O4SSb as an isolated structure in a non-equilibrium geometry, from the OMol25 dataset.

```
! wB97M-V def2-TZVPD RIJCOSX def2/J DEFGRID3
* xyz -1 2
Ca 0.52052 -1.14568 -1.15822
C 1.88740 3.21201 2.31093
C 1.44965 3.24691 3.75128
C 2.10484 4.07040 4.66212
C 1.66878 4.21329 5.97082
C 0.53805 3.52810 6.39037
C -0.11780 2.68405 5.51095
C 0.34026 2.51611 4.20502
N -0.38433 1.68428 3.33408
C 0.16037 0.68433 2.51280
N 1.38725 0.26765 2.96676
C 2.35731 -0.63780 2.52457
C 2.24860 -1.52238 1.48430
C 3.24427 -2.37689 1.07132
C 4.44596 -2.36342 1.74596
C 4.59324 -1.50554 2.83475
C 3.57581 -0.65346 3.23221
C 3.74742 0.20394 4.46116
N -0.43478 0.25864 1.46562
C -1.63140 0.90707 1.05902
C -1.55162 1.81968 0.00720
C -2.67398 2.47166 -0.46856
C -3.91530 2.19703 0.09019
C -4.00107 1.28496 1.12883
C -2.87451 0.64686 1.64963
C -3.02147 -0.26384 2.83965
H 2.36330 4.15589 2.04366
H 1.02832 3.05301 1.65618
H 2.59742 2.40730 2.10939
H 2.96750 4.63264 4.32169
H 2.19991 4.86596 6.65161
H 0.16925 3.64379 7.40137
H -0.99639 2.13457 5.82903
H -1.35652 1.54195 3.55784
H 1.55395 0.56232 3.91466
H 3.04254 -3.06418 0.26092
H 5.23710 -3.04238 1.46102
H 5.51520 -1.51114 3.40315
H 4.74875 0.06796 4.86445
H 3.03857 -0.09255 5.24179
H 3.60587 1.26885 4.25620
H -0.58294 1.99905 -0.43921
H -2.58018 3.17792 -1.28502
H -4.80796 2.68207 -0.28499
H -4.96653 1.06683 1.57481
H -3.75329 -1.04901 2.64756
H -3.36939 0.29818 3.71242
H -2.08584 -0.74346 3.10275
C -0.27579 7.16075 -2.62817
C 0.05687 5.69213 -2.58062
C -0.00375 4.90456 -3.72763
C 0.27286 3.54793 -3.67646
C 0.59802 2.96536 -2.46012
C 0.71151 3.74042 -1.31581
C 0.43382 5.09671 -1.38021
S 0.92255 1.23022 -2.40771
O 1.82467 0.95956 -3.48937
O 1.42826 0.94011 -1.04483
N -0.39047 0.38363 -2.57750
C -1.75666 0.57866 -2.48693
C -2.47369 1.55460 -3.13708
C -3.88453 1.58325 -3.09403
C -4.59574 0.65975 -2.39021
C -3.90566 -0.32965 -1.64750
C -4.56700 -1.25593 -0.80835
C -3.84450 -2.11602 -0.03699
C -2.44370 -2.06622 -0.11935
N -1.79400 -1.26267 -0.92590
C -2.49822 -0.37961 -1.69050
H -0.48999 7.48372 -3.64604
H 0.54844 7.76060 -2.23952
H -1.15283 7.37034 -2.01267
H -0.27017 5.36052 -4.67411
H 0.25633 2.93683 -4.57049
H 1.03336 3.27358 -0.39453
H 0.50990 5.70021 -0.48248
H -1.94100 2.30575 -3.70213
H -4.40453 2.36439 -3.63578
H -5.67808 0.68938 -2.35490
H -5.65066 -1.24230 -0.76883
H -4.30360 -2.82083 0.64283
H -1.85173 -2.71560 0.51281
F 3.92718 -4.38309 -3.99864
C 2.99786 -3.94005 -3.13495
F 3.37564 -4.34824 -1.91331
F 1.84934 -4.57519 -3.40442
C 2.79274 -2.37857 -3.14732
O 2.08379 -2.04088 -2.07241
C 2.08333 -2.01980 -4.52962
F 2.64903 -1.00265 -5.18237
F 0.80148 -1.72789 -4.31325
F 2.09930 -3.05500 -5.40336
C 4.21674 -1.72526 -3.12533
F 4.87984 -1.85281 -4.28991
F 4.16206 -0.43755 -2.81507
F 4.98162 -2.32211 -2.18659
F 1.03209 -1.69245 0.86247
Sb -0.43316 -3.59387 3.12269
F 1.46495 -3.92354 3.12453
F -0.47924 -5.41464 2.47920
F -0.78246 -4.32772 4.82099
F -0.02382 -2.00216 4.19549
F -2.35194 -3.63741 2.67225
C 0.35693 -5.09203 -0.54893
C -1.04763 -5.05849 -1.11212
O -1.10872 -4.03893 -2.10098
C -2.27211 -4.09464 -2.89689
C -2.12773 -3.11539 -4.04238
H 0.38306 -5.63740 0.39129
H 0.70600 -4.07107 -0.37439
H 1.04091 -5.55662 -1.25663
H -1.78602 -4.86787 -0.32205
H -1.30038 -6.02092 -1.57445
H -3.15815 -3.86016 -2.28981
H -2.40144 -5.11342 -3.28665
H -1.89967 -2.11844 -3.66562
H -3.05368 -3.07135 -4.61836
H -1.31019 -3.42000 -4.69594
*
```

## Properties
* Kohn-Sham gap (alpha / beta): 7.76 / 7.14 eV
* HOMO level (alpha / beta): -5.8 / -5.8 eV
* LUMO (alpha / beta): 2.01 / 1.35 eV
* molecular weight: 1210.8 g/mol
* <S²>: 0.75

Here are the Löwdin charges for atoms 1 to 8, given in e:
1. Ca 1.42
2. C -0.02
3. C -0.21
4. C -0.06
5. C -0.10
6. C -0.09
7. C -0.02
8. C -0.22



Record 2
The following is a quantum chemistry calculation of C46H45IN3O10SSiTa as an isolated structure in a non-equilibrium geometry, from the OMol25 dataset.

```
! wB97M-V def2-TZVPD RIJCOSX def2/J DEFGRID3
* xyz 0 1
Ta 0.11794 0.01036 -0.64811
C -0.63236 3.08700 -4.51932
C -1.25411 2.18389 -3.46462
C -2.74652 1.95398 -3.69315
O -1.11932 2.75340 -2.17218
C -0.56399 0.78803 -3.45021
O 0.01242 0.32566 -4.39242
O -0.73654 0.13186 -2.29684
H -1.17901 4.02860 -4.56816
H -0.64922 2.60274 -5.49317
H 0.40200 3.28992 -4.24645
H -3.27547 2.89566 -3.54734
H -3.13262 1.22734 -2.97880
H -2.91994 1.58800 -4.70402
H -0.19690 3.06534 -2.11437
O 1.64603 2.90913 -2.05484
S 1.88191 1.83656 -1.11436
O 3.04921 1.96536 -0.29590
O 1.83743 0.49901 -1.77673
O 0.64664 1.76535 -0.20376
C -2.15024 5.48359 0.66674
O -1.79245 4.70138 1.79995
C -0.49550 4.64161 2.15994
C 0.50920 5.37391 1.53223
C 1.80236 5.36744 2.01072
C 2.11899 4.64889 3.15383
C 1.13483 3.92615 3.78611
C -0.16865 3.87615 3.29184
N -1.11157 3.18223 4.08781
C -2.31196 2.63043 3.85782
C -2.95528 2.18944 2.70563
C -4.38304 2.25485 2.74737
C -5.13095 2.14676 1.62228
C -4.49107 1.94994 0.37310
C -3.15664 1.72186 0.30036
C -2.33332 1.69775 1.46996
O -1.18025 1.16067 1.45376
H -3.23172 5.39697 0.59253
H -1.68155 5.09896 -0.24083
H -1.88041 6.53286 0.81387
H 0.27519 5.94868 0.64824
H 2.56320 5.92918 1.49017
H 3.12878 4.65480 3.53658
H 1.36664 3.38482 4.69537
H -0.85815 3.23412 5.06315
H -2.90650 2.58548 4.76552
H -4.84748 2.49399 3.69704
H -6.20706 2.24064 1.66228
H -5.09051 1.94583 -0.52790
H -2.65251 1.52823 -0.63690
O 0.89023 -1.71148 -0.65790
Si 1.98533 -2.91742 -0.60955
C 2.37958 -3.29797 1.20947
C 3.55313 -3.93690 1.60991
C 3.83221 -4.15457 2.95185
C 2.93287 -3.74121 3.92262
C 1.74082 -3.13964 3.54297
C 1.46576 -2.93370 2.20116
C 3.48275 -2.37113 -1.61243
C 3.27597 -2.08818 -2.96532
C 4.31443 -1.65862 -3.77373
C 5.58776 -1.50570 -3.24366
C 5.81133 -1.77056 -1.90136
C 4.76463 -2.19014 -1.09328
C 1.27106 -4.53232 -1.28384
C -0.03270 -4.92082 -0.97011
C -0.54932 -6.12824 -1.41003
C 0.23572 -6.98339 -2.17019
C 1.54023 -6.62509 -2.47512
C 2.05052 -5.41370 -2.03325
H 4.25744 -4.27918 0.86054
H 4.75383 -4.64366 3.24075
H 3.15745 -3.89562 4.97008
H 1.02399 -2.83430 4.29565
H 0.53483 -2.46694 1.90277
H 2.28260 -2.20021 -3.38510
H 4.13523 -1.44598 -4.81948
H 6.40317 -1.17409 -3.87311
H 6.80313 -1.65425 -1.48347
H 4.95800 -2.38037 -0.04386
H -0.64787 -4.26521 -0.36569
H -1.56376 -6.40522 -1.15386
H -0.16801 -7.92282 -2.52422
H 2.16278 -7.29399 -3.05533
H 3.07292 -5.14311 -2.27216
I 5.24134 0.08708 3.14581
C 3.26538 0.10388 2.56865
C 2.18187 0.44754 3.34408
N 1.09645 0.29758 2.57209
N 1.42747 -0.11588 1.34477
C 2.74616 -0.23382 1.31815
H 2.13774 0.75471 4.37317
H 0.12976 0.59232 2.69540
H 3.26937 -0.55381 0.43471
C -1.66138 -1.43037 -0.03790
C -3.10785 -1.26374 -0.38720
C -3.51720 -1.18444 -1.72252
C -4.85627 -1.06419 -2.05612
C -5.82864 -1.05190 -1.06393
C -5.44289 -1.17102 0.26200
C -4.10079 -1.27361 0.59241
H -1.34823 -2.34162 -0.54882
H -1.60968 -1.64617 1.03558
H -2.76065 -1.22728 -2.49540
H -5.14824 -0.99894 -3.09732
H -6.87526 -0.96879 -1.32709
H -6.19479 -1.19432 1.04112
H -3.81172 -1.37227 1.63283
*
```

## Properties
* Kohn-Sham gap: 6.83 eV
* energy relative to the best compared isomer or geometry (same formula, charge and spin): 50.0 kcal per mole
* HOMO level: -7.8 eV
* LUMO: -1.01 eV
* molecular weight: 1167.9 g/mol

Here are the Löwdin charges for atoms 1 to 8, given in e:
1. Ta 1.89
2. C 0.00
3. C -0.52
4. C 0.01
5. O -0.05
6. C -0.48
7. O 0.16
8. O -0.20



Record 3
The following is a quantum chemistry calculation of C46H45MnN3O2P2S3Sb as an isolated structure in a non-equilibrium geometry, from the OMol25 dataset.

```
! wB97M-V def2-TZVPD RIJCOSX def2/J DEFGRID3
* xyz 3 2
Mn -0.55151 -0.12587 0.25994
O -1.56428 -2.34869 -1.78204
S -0.23095 -1.91531 -1.31994
C 0.71118 -3.41496 -0.99146
C 0.22056 -4.59744 -1.51727
C 0.91673 -5.78002 -1.30781
C 2.09427 -5.77830 -0.57267
C 2.58357 -4.59574 -0.04097
C 1.89815 -3.39828 -0.25111
P 2.52653 -1.94206 0.59062
C 4.29774 -1.80382 0.41366
C 5.07823 -1.20041 1.40066
C 6.41888 -0.95522 1.14719
C 6.97089 -1.30107 -0.07946
C 6.19130 -1.90407 -1.06035
C 4.85198 -2.15755 -0.82009
C 1.96104 -2.01287 2.30120
C 2.68116 -2.63866 3.31749
C 2.18308 -2.63912 4.61138
C 0.97963 -2.00867 4.89839
C 0.24510 -1.40430 3.88445
C 0.72656 -1.42507 2.59018
C 0.66069 -1.36593 -2.78431
C 1.32011 -2.18971 -3.68194
C 1.92123 -1.61486 -4.79322
C 1.87612 -0.24010 -4.99225
C 1.20775 0.57582 -4.09231
C 0.59068 0.00408 -2.98025
P -0.35062 0.99857 -1.78327
C -1.74318 1.64470 -2.74895
C -1.99743 1.21239 -4.05050
C -3.07924 1.72829 -4.74837
C -3.91128 2.66937 -4.16008
C -3.67898 3.07968 -2.85403
C -2.60924 2.56089 -2.14478
C 0.85802 2.32733 -1.51392
C 0.47834 3.63833 -1.31817
C 1.41273 4.60355 -0.94187
C 2.75533 4.26470 -0.72659
C 3.16460 2.97537 -0.90474
C 2.22698 1.93735 -1.24372
H -0.70324 -4.57389 -2.08279
H 0.53413 -6.70356 -1.72082
H 2.63357 -6.70153 -0.40957
H 3.50599 -4.59316 0.52833
H 4.65139 -0.93975 2.36199
H 7.03321 -0.49407 1.90865
H 8.01762 -1.10559 -0.27057
H 6.62862 -2.17481 -2.01182
H 4.23944 -2.63415 -1.57703
H 3.62906 -3.11403 3.09522
H 2.74050 -3.12293 5.40191
H 0.61266 -1.98397 5.91548
H -0.69049 -0.90812 4.10704
H 0.14064 -0.95881 1.78593
H 1.35767 -3.26181 -3.54059
H 2.42580 -2.24556 -5.51287
H 2.35282 0.19524 -5.86066
H 1.15080 1.64542 -4.25804
H -1.36800 0.47592 -4.52712
H -3.27183 1.39255 -5.75840
H -4.73989 3.08143 -4.71997
H -4.33476 3.80699 -2.39257
H -2.42728 2.86760 -1.12236
H -0.54596 3.92767 -1.51162
H 1.09953 5.63418 -0.82873
H 3.46850 5.03163 -0.45617
H 4.20670 2.70961 -0.77045
H 2.62740 1.10568 -1.82114
C -3.33997 -1.47187 2.89452
Sb -2.54258 -1.74393 0.92516
C -4.35338 -2.06411 -0.17481
C -1.86511 -3.75435 1.19968
H -4.34645 -1.88797 2.89785
H -3.37982 -0.42421 3.18508
H -2.72875 -2.02594 3.60417
H -4.62617 -3.10509 -0.00942
H -4.19194 -1.89940 -1.23714
H -5.14219 -1.42333 0.21256
H -2.50347 -4.22684 1.94456
H -0.83206 -3.77870 1.54471
H -1.95638 -4.28712 0.25656
N -4.15582 1.20177 0.29983
C -3.39056 1.98041 1.08104
S -1.74060 1.57916 1.35691
N -3.97986 3.00682 1.68807
C -3.46976 4.05448 2.52654
C -4.32533 4.52225 3.51774
C -3.92129 5.54702 4.35606
C -2.67405 6.12969 4.19556
C -1.83685 5.68662 3.18282
C -2.22877 4.65588 2.34305
H -3.70028 0.59851 -0.36206
H -5.10711 1.46569 0.08638
H -4.98834 3.04007 1.61020
H -5.30756 4.08018 3.64162
H -4.58508 5.88977 5.13759
H -2.36283 6.93789 4.84285
H -0.87198 6.15317 3.03400
H -1.58083 4.34568 1.54050
O 0.85459 1.24772 1.07132
S 2.14851 0.79366 0.53204
N 1.76500 -0.64409 -0.08556
*
```

## Properties
* Kohn-Sham gap (alpha / beta): 5.08 / 5.02 eV
* energy relative to the best compared isomer or geometry (same formula, charge and spin): 0.0 kcal per mole
* HOMO level (alpha / beta): -15.0 / -15.0 eV
* LUMO (alpha / beta): -9.92 / -9.95 eV
* molecular weight: 1006.7 g/mol
* <S²>: 1.16

Here are the Löwdin charges for atoms 1 to 8, given in e:
1. Mn -0.14
2. O -0.49
3. S 0.83
4. C -0.35
5. C -0.06
6. C 0.00
7. C -0.01
8. C -0.04



Record 4
The following is a quantum chemistry calculation of C46H45N12NaSTe as an isolated structure in a non-equilibrium geometry, from the OMol25 dataset.

```
! wB97M-V def2-TZVPD RIJCOSX def2/J DEFGRID3
* xyz 0 1
Na -0.14643 0.46529 0.04412
N -1.22933 1.89776 -1.85150
C -0.72322 3.17350 -1.51240
C -1.61876 4.16223 -1.10452
C -1.16921 5.41698 -0.72121
C 0.18867 5.69708 -0.74005
C 1.07592 4.70836 -1.15127
C 0.65447 3.43889 -1.53895
C 1.65340 2.40730 -1.97210
C 2.50600 2.75154 -3.02695
C 3.49555 1.87080 -3.44223
C 3.62844 0.65854 -2.77581
C 2.76287 0.34322 -1.72830
C 1.71436 1.17488 -1.27349
H -2.12983 1.94423 -2.30740
H -0.57978 1.31901 -2.37761
H -2.68230 3.94489 -1.10565
H -1.88273 6.17124 -0.41361
H 0.55399 6.67202 -0.44309
H 2.14084 4.91238 -1.17073
H 2.38984 3.70763 -3.52994
H 4.14497 2.12487 -4.27186
H 4.39100 -0.04561 -3.08828
H 2.91994 -0.62737 -1.25470
N -0.46787 1.32537 4.26263
C -0.66223 1.56846 2.96039
N -0.79522 0.42741 2.31524
C -0.65825 -0.49183 3.29792
N -0.46213 -0.00533 4.49918
C -0.67934 -1.95011 3.02222
C -0.35998 -2.89303 3.99793
N -0.36372 -4.19163 3.72348
C -0.68337 -4.54412 2.47961
C -0.99978 -3.60407 1.51162
N -0.99536 -2.30516 1.79089
H -0.33474 1.97660 5.01738
H -0.70282 2.56177 2.53301
H -0.09815 -2.57952 5.00029
H -0.68572 -5.60259 2.24588
H -1.26707 -3.89529 0.50202
C -0.55945 -2.28191 -2.99407
N -0.60687 -3.18188 -4.15303
C 0.56352 -2.89684 -4.99907
N 0.60931 -1.50105 -5.43783
C 0.63881 -0.65014 -4.24110
N -0.54086 -0.86508 -3.38135
C -1.74120 -0.59405 -4.18376
N -1.82959 -1.45063 -5.37224
C -1.81209 -2.84911 -4.92326
C -0.62169 -1.21872 -6.17896
H 0.34590 -2.49013 -2.41892
H -1.43171 -2.47924 -2.36333
H 0.53076 -3.54647 -5.87562
H 1.47039 -3.11823 -4.43440
H 0.67223 0.39821 -4.54343
H 1.53670 -0.85688 -3.66305
H -1.71674 0.44948 -4.50687
H -2.63269 -0.74606 -3.56706
H -1.86385 -3.50136 -5.79660
H -2.68922 -3.03210 -4.29838
H -0.60784 -0.17782 -6.50444
H -0.66138 -1.85938 -7.06135
Te -2.88896 -0.92005 -0.19168
C -4.38611 -0.02002 -1.35846
C -4.55259 1.36091 -1.33994
C -5.53640 1.95758 -2.11858
C -6.35347 1.17651 -2.92598
C -6.18996 -0.20266 -2.94747
C -5.20956 -0.80413 -2.16481
C -4.00026 -0.90398 1.60516
C -4.29780 0.31115 2.21916
C -5.06443 0.33863 3.37806
C -5.52141 -0.84587 3.94128
C -5.21125 -2.05929 3.34239
C -4.45666 -2.09168 2.17326
H -3.91303 1.97265 -0.71572
H -5.66014 3.03302 -2.09603
H -7.11379 1.64313 -3.53954
H -6.82456 -0.81458 -3.57597
H -5.08849 -1.87941 -2.18181
H -3.92540 1.23735 1.79725
H -5.29681 1.28798 3.84487
H -6.11907 -0.82195 4.84397
H -5.56174 -2.98544 3.78022
H -4.22499 -3.04149 1.70676
S 6.30039 -2.21456 1.72511
C 4.58415 -1.74881 1.60660
C 3.62906 -2.55730 1.00414
C 2.31072 -2.13402 1.01231
N 1.89738 -1.00387 1.59141
C 2.82043 -0.24245 2.17041
C 4.16933 -0.56398 2.19426
C 6.67895 -2.61473 0.03536
C 6.76316 -3.93797 -0.37151
C 7.09436 -4.20620 -1.69243
N 7.34618 -3.26214 -2.60016
C 7.26842 -1.99430 -2.18786
C 6.94102 -1.61893 -0.89313
H 3.90111 -3.49643 0.53859
H 1.54199 -2.74523 0.54749
H 2.47435 0.68083 2.62640
H 4.88325 0.09547 2.66988
H 6.58794 -4.74386 0.33027
H 7.16259 -5.23313 -2.03512
H 7.47494 -1.23457 -2.93285
H 6.88663 -0.57381 -0.61642
*
```

## Properties
* Kohn-Sham gap: 6.60 eV
* HOMO level: -6.7 eV
* LUMO: -0.10 eV
* molecular weight: 948.6 g/mol

Here are the Löwdin charges for atoms 1 to 8, given in e:
1. Na 0.13
2. N 0.10
3. C -0.26
4. C -0.05
5. C -0.11
6. C -0.11
7. C -0.04
8. C -0.15



> Number 4 is which compound?

C46H45N12NaSTe